ORCA calculation (ωB97M-V/def2-TZVPD) on 2 unconnected molecules or ions with the total composition C4H4ClIN2.

Each line ends with the Mulliken charge.
Cartesian coordinates (Å):
H -0.95588 -0.99392 0.17786  0.340
H -3.22618 1.17727 2.12537  0.265
C 0.57543 0.30366 0.17083  -0.534
C 1.91562 -1.10259 -1.59117  0.262
N -1.72211 0.79799 0.91944  -0.379
C -2.35515 0.56288 1.99634  -0.256
H -1.86662 0.05099 2.79907  0.283
H 2.86206 0.09779 -2.96667  0.240
Cl 1.28952 -2.70349 -1.95953  -0.129
I 1.57052 2.10897 -0.02187  0.089
C -0.71306 0.00313 0.44419  0.127
N 2.62586 -0.30268 -2.09386  -0.307

As for the HOMO energy (spin up / spin down): -8.196 / -8.128 eV. The calculation puts the energy above the lowest of the compared OMol25 structures with the same formula, charge and spin at 4.947 eV. The HOMO-LUMO gap (spin up / spin down) comes out at 7.711 / 7.370 eV. As for the LUMO energy (spin up / spin down): -0.018 / -0.028 Eh. The max |F| is 0.0626 Eh/bohr. The total energy is -27809.692 eV.